1.
Entry from the OMol25 dataset: one molecule with the formula C2H2ClN3 in a non-equilibrium geometry (ωB97M-V/def2-TZVPD).

The geometry in XYZ format:
```
8
Properties=species:S:1:pos:R:3:forces:R:3
H 2.839 0.690 0.164 0.737 0.835 -0.216
H 0.665 2.233 0.037 -0.175 -2.199 -0.530
N 1.642 -0.861 -0.043 2.870 -0.739 1.583
N 0.415 -1.054 0.000 -2.517 -2.034 -0.903
N 1.887 0.441 0.089 -2.540 -0.579 -1.704
Cl -1.974 0.022 0.024 -0.385 0.429 -0.123
C 0.701 1.090 -0.109 -1.105 2.580 2.011
C -0.295 0.080 -0.046 3.115 1.708 -0.119
```
Forces are in eV/Å.

Computed properties:
net charge: 0
LUMO: 0.83 eV
structure (SMILES): Clc1c[nH]nn1
ΔE to the lowest compared entry with this formula, charge and spin: 1.335 eV
multiplicity: 1
max |F|: 3.55 eV/A

2.
Entry from the OMol25 dataset: an isolated ion of composition C5H15N2 and charge +1 in a non-equilibrium geometry (ωB97M-V/def2-TZVPD).

The geometry in XYZ format:
```
22
Properties=species:S:1:pos:R:3:forces:R:3
H 0.765 0.351 2.013 0.425 0.142 0.427
H -2.183 -1.354 1.277 0.028 0.018 -0.004
H 2.106 -0.993 0.170 -0.168 -0.540 0.252
C 2.005 0.100 -2.225 0.598 -0.303 0.019
H 1.952 0.692 0.264 0.127 0.231 -0.210
H -3.074 0.114 1.655 -0.264 0.110 0.449
H 0.370 -0.885 -1.590 0.376 -0.688 -0.033
H -0.538 0.352 -1.030 0.803 0.416 -0.471
C -1.043 0.440 1.036 0.509 -0.935 -0.577
H -0.997 1.449 1.407 -0.078 0.412 0.022
C 0.336 -0.224 1.211 -0.134 -0.502 0.644
H 2.745 0.784 -1.810 -0.063 -0.090 0.145
C 1.362 -0.206 0.097 0.820 1.095 -0.581
H 1.683 0.543 -3.146 -0.348 0.094 -0.527
H 0.285 -1.225 1.655 -0.575 0.010 -0.420
H -1.786 -0.555 2.778 -0.439 0.315 -0.184
N 0.889 -0.067 -1.296 0.072 -0.345 0.109
H -2.158 -0.099 -0.634 -0.106 -0.151 -0.284
H -1.716 1.478 -0.683 -0.022 -0.164 0.025
C -2.109 -0.367 1.745 0.336 -0.282 -0.159
H 2.495 -0.864 -2.443 -0.055 0.373 0.108
N -1.390 0.537 -0.450 -1.841 0.784 1.249
```
Forces are in eV/Å.

Computed properties:
net charge: +1
LUMO: -3.03 eV
structure (SMILES): CNCC[C@H](C)[NH3+]
ΔE to the lowest compared entry with this formula, charge and spin: 0.945 eV
multiplicity: 1
max |F|: 2.36 eV/A